# 1
{"formula": "H8IO4", "method": "ωB97M-V with the def2-TZVPD basis set", "species": ["I", "O", "O", "O", "O", "H", "H", "H", "H", "H", "H", "H", "H"], "xyz": [[-0.183, 0.123, 0.297], [2.705, -1.727, 1.219], [-2.935, 2.156, -1.037], [-1.149, -3.229, 0.663], [2.006, 2.638, -0.466], [2.065, -1.062, 0.963], [1.624, 2.916, -1.298], [-2.383, 1.475, -0.654], [-0.971, -2.345, 0.343], [-1.953, -3.141, 1.176], [-3.440, 1.704, -1.713], [1.280, 2.236, 0.010], [3.333, -1.745, 0.497]], "forces_ev_per_a": [[-0.169, 0.090, 0.023], [0.079, -0.193, 0.224], [-0.022, 0.277, 0.008], [0.055, -0.291, 0.008], [0.336, -0.053, -0.042], [-0.063, 0.127, -0.009], [-0.070, 0.182, -0.249], [0.125, -0.160, 0.141], [0.078, 0.094, -0.151], [-0.237, -0.069, 0.146], [-0.185, -0.066, -0.196], [-0.146, 0.098, 0.250], [0.219, -0.035, -0.153]], "mulliken_charge": [0.1158, -0.5728, -0.5864, -0.5794, -0.5893, 0.2328, 0.3325, 0.2348, 0.2266, 0.3210, 0.3147, 0.2374, 0.3124], "e_tot_ha": -603.397852, "de_lowest_kcal_mol": 3.0, "homo_energy_ev": [-11.4036, -11.2079], "max_force_ev_per_a": 0.3, "lumo_energy_ev": [0.28, -4.58], "spin_multiplicity": 2, "orbital_gap_ev": [11.69, 6.63]}

# 2
{"formula": "C23H93BrF3I2NO31Si", "method": "ωB97M-V with the def2-TZVPD basis set", "species": ["I", "I", "Br", "Si", "F", "F", "F", "O", "O", "O", "O", "O", "O", "O", "O", "O", "O", "O", "O", "O", "O", "O", "O", "O", "O", "O", "O", "O", "O", "O", "O", "O", "O", "O", "O", "O", "O", "O", "N", "C", "C", "C", "C", "C", "C", "C", "C", "C", "C", "C", "C", "C", "C", "C", "C", "C", "C", "C", "C", "C", "C", "C", "H", "H", "H", "H", "H", "H", "H", "H", "H", "H", "H", "H", "H", "H", "H", "H", "H", "H", "H", "H", "H", "H", "H", "H", "H", "H", "H", "H", "H", "H", "H", "H", "H", "H", "H", "H", "H", "H", "H", "H", "H", "H", "H", "H", "H", "H", "H", "H", "H", "H", "H", "H", "H", "H", "H", "H", "H", "H", "H", "H", "H", "H", "H", "H", "H", "H", "H", "H", "H", "H", "H", "H", "H", "H", "H", "H", "H", "H", "H", "H", "H", "H", "H", "H", "H", "H", "H", "H", "H", "H", "H", "H", "H"], "xyz": [[-3.664, 4.175, -1.459], [1.944, 1.378, 3.949], [4.863, 0.556, -0.266], [-1.408, -2.665, -1.748], [1.379, -1.468, -0.509], [3.346, -2.062, 0.013], [2.983, -1.174, -1.873], [-5.105, 4.269, 2.862], [2.125, -5.520, -1.868], [3.916, -2.999, 4.075], [6.366, -6.924, -1.213], [4.411, 0.231, -4.066], [-6.850, 2.133, -2.153], [-3.484, 0.500, 0.715], [-8.382, 6.768, -0.771], [3.276, 7.430, 2.778], [-4.987, -1.931, -4.674], [-2.551, -6.501, -2.393], [5.512, -3.424, -5.311], [5.422, -5.824, -3.686], [-4.445, -6.597, -4.914], [0.101, 5.790, 4.089], [2.397, 0.646, 1.171], [5.495, 6.129, 1.191], [-0.253, 5.308, 1.956], [1.559, -1.220, 7.078], [-6.040, -2.698, -7.539], [-3.485, -0.224, 3.321], [0.947, 1.104, -1.237], [1.506, -1.037, 2.322], [-0.591, -3.781, 7.245], [-4.553, 5.788, -4.636], [7.472, -4.351, -0.786], [-2.035, -5.693, 9.275], [3.085, 4.800, 4.985], [-5.667, 7.360, -2.066], [6.566, -1.864, -1.824], [-0.375, -1.769, -2.723], [3.790, -0.585, 2.575], [-0.690, 2.551, -2.151], [-3.047, -3.000, -2.598], [1.624, 4.782, 0.517], [-1.780, -2.773, 3.323], [-3.097, 2.561, -2.805], [1.581, 3.256, 0.536], [-0.888, -0.488, -3.029], [0.262, 0.421, -3.396], [-0.619, -3.205, 4.186], [2.911, 0.288, -0.059], [2.571, 2.741, -0.493], [0.505, 1.637, -2.490], [2.488, -0.127, 2.299], [2.319, 1.325, -1.019], [-0.608, 5.363, 3.229], [2.628, -1.130, -0.586], [1.173, -1.608, 3.585], [-1.563, -1.716, -0.118], [-0.481, -4.254, -1.391], [-1.685, 2.890, -3.275], [0.704, -3.048, 3.455], [-1.983, 4.902, 3.553], [1.179, 5.392, 1.808], [-1.661, 3.957, -3.407], [0.345, -1.084, 4.022], [-0.410, -4.364, -0.321], [-4.463, -5.655, -4.707], [-5.662, 4.664, 3.540], [3.387, 8.144, 2.140], [-6.540, -3.418, -7.935], [-2.663, -5.126, 9.731], [-0.319, -4.689, 7.076], [-5.117, -6.711, -5.592], [3.928, -0.882, 3.532], [-1.442, 2.466, -4.234], [-6.079, 2.547, -1.758], [5.664, -6.330, -1.508], [-3.120, 1.695, -2.183], [0.526, -4.153, -1.771], [5.626, 6.834, 0.551], [5.647, -4.884, -3.751], [-7.590, 6.978, -1.285], [6.122, -3.101, -5.982], [-2.674, 5.108, 2.761], [1.240, 2.262, -2.983], [8.303, -3.863, -0.793], [-2.749, -7.292, -1.883], [-0.969, -5.115, -1.819], [-2.305, 5.413, 4.437], [-5.630, -3.083, -6.754], [1.458, -3.751, 3.758], [1.664, 4.855, 2.599], [2.807, -4.840, -1.824], [-5.248, 6.493, -2.049], [1.916, 2.980, 1.518], [0.558, 2.987, 0.358], [-0.773, -4.230, 4.479], [-0.259, 3.453, -1.753], [4.436, -3.788, 4.259], [4.129, -2.786, 3.156], [-3.835, 2.486, -3.582], [7.693, -5.215, -1.155], [6.201, -6.276, -4.022], [-1.975, 3.854, 3.794], [-4.154, 5.237, -3.951], [0.502, -3.232, 2.410], [3.552, 2.876, -0.073], [-4.966, 4.979, 2.227], [-3.237, 0.238, 2.505], [4.900, -3.987, -5.797], [4.975, 6.531, 1.900], [-2.594, -6.794, -3.311], [2.581, -6.282, -2.240], [-0.908, -2.183, 0.593], [-1.509, -0.104, -2.232], [-5.717, -1.629, -4.118], [-7.589, 2.696, -1.900], [-3.903, -2.665, -2.039], [2.753, 7.827, 3.484], [2.525, 3.385, -1.359], [-0.627, -2.568, 5.052], [-4.352, 0.908, 0.836], [1.146, -0.181, -3.265], [1.155, -0.351, 6.982], [-4.919, -1.252, -5.351], [6.503, -2.732, -1.399], [-2.567, -1.634, 0.246], [2.392, -1.146, 6.600], [-1.535, -0.571, -3.902], [-3.104, -4.049, -2.834], [-8.620, 5.878, -1.044], [-1.817, -5.205, 8.474], [-2.875, 1.097, 1.168], [0.241, 0.701, -4.436], [-2.661, -2.834, 3.942], [1.438, 6.430, 1.811], [-1.944, -3.447, 2.496], [-1.168, -0.725, -0.283], [0.895, 5.069, -0.235], [2.572, 5.178, 0.191], [4.364, 0.246, 2.492], [-5.465, 7.693, -2.947], [2.338, 5.265, 4.593], [-1.228, 2.089, -1.336], [-5.258, 5.245, -5.005], [1.999, -1.625, 4.268], [-3.067, -2.473, -3.536], [-4.136, 0.350, 3.735], [-1.715, -1.753, 3.007], [5.925, -7.768, -1.083], [4.235, 0.019, -3.143], [5.665, -1.529, -1.809], [2.792, 1.264, -1.984], [0.225, -3.272, 7.148], [2.733, 3.930, 5.208], [4.967, -0.494, -4.371]], "forces_ev_per_a": [[-0.206, -0.350, 0.078], [-0.094, 0.715, 0.291], [0.076, -0.178, 0.330], [0.395, -0.861, 0.898], [-1.097, -0.128, 0.347], [0.573, -0.726, 0.716], [0.199, 0.033, -0.950], [-0.027, -0.006, -0.039], [0.500, -0.275, -0.016], [0.293, -0.113, -0.102], [-0.032, -0.067, 0.170], [0.013, 0.010, -0.011], [-0.075, -0.088, -0.121], [-0.133, 0.550, -0.243], [0.070, -0.078, -0.013], [0.143, 0.315, -0.118], [-0.286, 0.118, -0.184], [-0.076, -0.209, -0.163], [-0.001, 0.033, -0.094], [-0.137, 0.221, 0.107], [0.039, 0.111, -0.013], [1.415, 0.434, 1.202], [0.169, -0.396, -0.017], [-0.080, 0.096, -0.044], [0.175, -1.014, -0.375], [-0.011, -0.121, -0.036], [0.069, -0.096, 0.083], [0.032, 0.354, 0.338], [0.166, 0.263, 0.300], [0.199, -0.071, -0.279], [0.083, -0.257, 0.153], [0.002, -0.031, 0.041], [0.251, 0.080, -0.046], [-0.057, -0.114, -0.084], [0.039, -0.007, 0.019], [-0.118, -0.010, 0.101], [-0.126, -0.127, -0.066], [-0.652, 0.038, 0.121], [0.179, 0.662, -0.311], [0.423, -0.543, -0.596], [0.847, 0.425, 0.006], [-1.347, -0.376, -0.605], [-0.321, -0.547, 0.701], [0.487, 0.589, -0.200], [0.876, 1.139, -0.017], [0.224, -0.254, -0.975], [0.190, 0.684, 0.609], [0.172, 0.040, -0.704], [-0.162, 0.453, -0.897], [-0.840, -0.059, -0.047], [-1.259, -0.554, -0.242], [-0.350, -0.420, 0.987], [0.037, 0.807, 0.145], [-1.130, 0.160, 0.112], [0.352, 0.184, 0.284], [-0.236, -1.504, 0.159], [0.218, -0.162, -1.154], [-0.362, 1.051, -0.348], [-0.050, 0.241, 0.966], [-0.463, 0.279, -0.634], [-0.074, 0.226, -0.321], [0.278, 0.333, -0.919], [0.169, 0.484, -0.485], [-0.197, 0.876, 0.003], [0.020, -0.234, 0.510], [0.011, -0.020, 0.093], [-0.032, -0.036, 0.018], [-0.047, 0.032, 0.010], [-0.014, 0.029, -0.049], [0.012, 0.013, 0.020], [0.089, 0.037, -0.096], [0.018, -0.059, -0.017], [-0.410, -0.243, 0.155], [-0.004, -0.579, -0.333], [0.098, 0.131, 0.111], [0.100, -0.025, -0.243], [-0.153, -0.662, 0.374], [0.020, -0.099, -0.112], [0.068, -0.027, -0.017], [-0.040, -0.023, -0.205], [0.108, 0.128, -0.012], [0.065, 0.049, 0.072], [-0.294, -0.171, -0.450], [0.597, 0.075, 0.118], [-0.038, 0.072, 0.023], [-0.026, 0.024, 0.040], [0.076, -0.291, -0.084], [-0.149, 0.337, 0.486], [-0.053, 0.129, 0.054], [0.404, -0.192, 0.274], [0.160, 0.037, 0.662], [-0.022, 0.032, -0.008], [0.018, 0.002, -0.084], [-0.212, -0.555, 0.421], [-0.337, -0.679, 0.088], [-0.004, -0.368, 0.355], [0.090, 0.466, 0.260], [-0.032, 0.001, 0.112], [-0.090, -0.078, -0.033], [-0.394, 0.185, -0.249], [-0.245, -0.150, 0.145], [0.015, -0.068, 0.097], [0.001, -0.585, -0.151], [-0.019, 0.073, -0.044], [0.090, -0.200, -0.522], [0.486, -0.117, -0.044], [-0.063, -0.008, -0.029], [-0.358, -0.730, 0.407], [-0.070, -0.005, 0.067], [-0.024, -0.175, 0.102], [-0.117, 0.007, -0.002], [0.012, 0.007, -0.075], [0.136, -0.270, 0.479], [-0.111, 0.303, 0.512], [0.078, -0.108, 0.002], [0.011, -0.031, 0.008], [-0.400, -0.046, 0.317], [0.052, -0.137, 0.131], [-0.012, 0.337, -0.428], [0.084, -0.057, 0.709], [0.045, -0.032, -0.055], [0.461, -0.247, -0.187], [-0.052, -0.011, -0.025], [-0.014, 0.052, -0.135], [0.168, -0.072, -0.094], [-0.447, -0.051, 0.375], [0.011, -0.011, 0.009], [-0.324, -0.067, -0.156], [-0.195, -0.483, 0.137], [-0.068, 0.011, -0.007], [0.010, 0.194, 0.154], [0.164, 0.300, -0.555], [-0.131, 0.255, -0.474], [-0.575, 0.108, 0.119], [0.234, 0.503, 0.372], [0.126, -0.085, -0.515], [0.063, 0.531, 0.111], [-0.060, 0.480, -0.468], [0.542, 0.124, 0.233], [0.504, -0.067, -0.217], [-0.030, -0.063, -0.042], [-0.163, 0.036, 0.054], [-0.146, -0.271, 0.351], [-0.014, 0.033, -0.020], [0.516, 0.431, 0.207], [-0.062, 0.265, -0.427], [0.001, -0.004, 0.096], [0.169, 0.468, -0.403], [0.087, -0.055, 0.041], [0.040, 0.014, -0.039], [0.022, 0.093, 0.058], [0.641, -0.386, -0.298], [-0.066, 0.214, 0.106], [0.055, 0.079, -0.041], [-0.018, -0.024, -0.009]], "mulliken_charge": [0.1067, -0.2575, 0.0736, 0.8172, 0.5273, -0.3200, -0.1810, -0.6065, -0.5639, -0.5933, -0.6231, -0.6717, -0.5840, -0.4623, -0.6284, -0.6043, -0.5740, -0.5641, -0.5936, -0.6252, -0.6102, -0.5946, 1.3386, -0.6284, -0.2911, -0.5950, -0.6209, -0.5899, 0.4531, -0.0355, -0.6442, -0.6511, -0.6548, -0.6353, -0.6462, -0.6659, -0.7243, -0.5175, -0.3793, 0.2378, -0.9573, -1.1526, -1.1783, -1.4424, 1.3054, -0.2526, -1.7116, -0.7668, 0.6850, -2.2062, -0.5719, -1.2421, -0.5158, 0.8814, -0.2025, -0.6528, 0.8412, -1.0522, -1.1695, -0.1869, -1.0425, -0.2172, 0.5413, 0.6525, 0.3458, 0.3073, 0.3009, 0.2974, 0.3038, 0.3052, 0.3431, 0.3029, 0.5564, 0.4951, 0.2574, 0.3011, 0.5829, 0.1216, 0.2912, 0.3332, 0.3660, 0.2913, 0.2366, 0.5602, 0.3029, 0.2456, 0.3954, 0.3628, 0.3146, 0.5085, 0.1268, 0.2658, 0.2233, -0.4693, -0.0940, 0.3767, 0.3057, 0.2861, 0.2626, 0.5874, 0.3172, 0.3012, 0.2522, 0.1985, -0.0281, 0.5379, 0.3099, 0.2604, 0.3197, 0.3295, 0.2864, 0.2792, -1.2703, 0.1090, 0.2848, 0.2985, 0.3723, 0.2719, 0.4708, 0.4059, 0.2179, 0.4414, 0.2966, 0.3034, 0.3614, 1.0432, 0.2879, 0.2820, 0.0593, 0.2845, 0.3320, 0.3513, 0.7018, 0.5238, 0.4915, 0.2267, -0.7966, 0.2809, 0.4959, 0.2458, 0.3155, 0.3546, 0.2327, 0.3229, 0.2064, 0.2690, 0.2616, 0.1248, 0.2886, 0.2799, 0.3379, 0.5632, 0.2538, 0.2427, 0.3052], "e_tot_ha": -7077.838374, "homo_energy_ev": -9.1977, "max_force_ev_per_a": 1.9, "lumo_energy_ev": -0.32, "orbital_gap_ev": 8.88}